Entry 1:
Below is a structure of composition C40H36ClMoN3Si2 in a non-equilibrium geometry, with properties calculated with the ωB97M-V functional and the def2-TZVPD basis.

Geometry as XYZ:
```
83
Properties=species:S:1:pos:R:3:forces:R:3:lowdin_charge:R:1
C -2.859774 -0.422881 3.816406 -0.62 -0.41 -0.66 -0.1040
C -3.238235 0.201337 2.578726 -0.30 -0.84 -0.16 -0.1581
C -2.953764 -0.714858 1.511489 -1.43 -0.67 -0.61 -0.2669
H -3.728173 1.162669 2.472771 0.33 -0.03 0.03 0.1273
C -2.404959 -1.915140 2.101539 -1.53 -0.74 0.19 -0.2327
C -2.353365 -1.723338 3.520409 -1.45 -0.23 -0.96 -0.1459
H -2.245167 -2.525316 4.242543 0.77 0.32 -0.05 0.1375
H -3.129848 -0.090888 4.817536 0.62 0.28 -0.30 0.1389
H -3.118818 -0.543838 0.444305 -0.36 -0.09 0.58 0.1083
H -2.236999 -2.869567 1.613963 0.11 0.27 0.02 0.1123
Mo -1.073518 -0.241302 2.363794 3.60 2.54 4.89 1.3776
Si 2.324678 0.888605 -0.838590 -4.40 1.24 1.69 0.6288
C 1.360955 2.507688 -1.194471 1.26 0.02 0.63 -0.3366
C 2.039480 3.727397 -1.432622 -0.38 -0.35 -0.09 -0.0801
H 3.137583 3.739861 -1.370166 -0.53 0.16 -0.36 0.1091
C 1.301997 4.903515 -1.658805 0.56 -0.09 0.17 -0.0592
H 1.826201 5.856293 -1.794630 -0.22 -0.45 -0.05 0.1200
C -0.088648 4.869770 -1.669638 -0.41 -0.07 -0.10 -0.0640
H -0.678845 5.758131 -1.897503 0.32 -0.13 0.03 0.1195
C -0.761824 3.697148 -1.325702 0.54 -0.49 0.46 -0.0761
H -1.846194 3.621167 -1.242648 0.23 0.37 -0.06 0.1175
C -0.015426 2.564718 -0.991097 -0.69 0.14 -0.21 -0.1553
H -0.553207 1.748026 -0.499152 0.35 0.34 -0.44 0.0607
C 1.033296 -0.650763 -1.148508 0.04 -0.31 0.19 -0.3404
C -0.512635 -0.606220 -0.672197 -0.69 2.52 5.26 -0.3207
H -1.141170 0.262681 -1.105594 1.17 -1.50 0.11 0.1243
C -1.183631 -1.966371 -0.860841 -0.65 0.39 -1.17 -0.2272
H -2.273600 -1.967243 -0.740355 0.53 -0.07 -0.22 0.1303
C -0.433830 -3.133252 -0.528632 1.51 0.76 0.23 0.0004
H -0.941058 -4.085972 -0.392130 0.11 0.16 0.01 0.1484
C 0.953020 -3.031316 -0.432208 -0.46 -1.39 0.79 -0.0642
H 1.513326 -3.890682 -0.056071 -0.14 0.20 -0.44 0.1333
C 1.659631 -1.871357 -0.785592 -0.55 0.60 0.39 -0.1091
H 2.768941 -1.886017 -0.715511 -0.81 -0.22 -0.29 0.1428
H -0.854031 -0.281381 0.505960 1.26 -0.24 -2.00 0.0401
Si -0.435879 -1.231771 -2.436364 1.66 -0.61 -7.33 0.7669
C 0.165765 -2.407385 -3.851446 -0.31 -0.08 1.12 -0.2297
C -0.707758 -2.500681 -4.958638 -0.05 0.10 0.22 -0.0917
H -1.705212 -2.006114 -4.906063 0.95 -0.22 -0.32 0.1107
C -0.357560 -3.281944 -6.068778 -0.40 0.16 0.69 -0.0552
H -1.063969 -3.355787 -6.901511 0.45 -0.05 0.24 0.1196
C 0.831470 -4.008199 -6.029045 -0.07 0.00 -0.33 -0.0611
H 1.075832 -4.662696 -6.861368 0.06 0.16 0.10 0.1173
C 1.678345 -3.955494 -4.927251 0.41 -0.31 0.89 -0.0680
H 2.578097 -4.585583 -4.852290 -0.50 0.34 -0.35 0.1202
C 1.347110 -3.183450 -3.811045 -0.80 0.29 -0.34 -0.0876
H 1.921335 -3.227837 -2.875250 0.05 0.06 -0.77 0.0845
C -0.787241 0.395859 -3.474385 -0.30 -2.01 1.09 -0.2503
C -2.081228 0.823132 -3.780042 0.34 0.07 0.23 -0.0928
H -2.945296 0.193356 -3.503709 0.38 0.60 -0.19 0.1165
C -2.214383 2.026558 -4.461567 -0.21 -0.25 -0.09 -0.0639
H -3.204008 2.346362 -4.751624 -0.02 0.22 -0.07 0.1128
C -1.089345 2.781954 -4.780142 -0.13 0.23 0.13 -0.0565
H -1.209332 3.736425 -5.277008 -0.04 -0.02 0.02 0.1179
C 0.187291 2.338957 -4.468063 0.07 -0.64 -0.04 -0.0613
H 1.064397 2.932965 -4.664565 0.03 0.16 -0.29 0.1162
C 0.352311 1.080003 -3.896223 -0.09 0.11 0.20 -0.1025
H 1.360321 0.648807 -3.766046 -0.56 0.31 0.04 0.1146
H 3.756989 1.120491 -0.860830 0.41 -0.79 -0.48 0.0045
Cl 1.772425 0.577539 1.255487 1.14 0.31 -0.39 0.3875
C 2.191938 -3.499222 5.997944 -0.03 -0.15 0.14 -0.0661
C 2.274640 -2.207164 6.528315 -0.43 0.27 -0.64 -0.0495
C 1.704975 -1.143623 5.819005 0.02 -0.63 0.32 -0.0117
C 0.999440 -1.382020 4.621080 0.50 -0.88 0.75 -0.2749
C 0.961594 -2.675792 4.064536 0.18 0.48 0.81 -0.0502
C 1.562599 -3.727957 4.766078 -0.12 0.04 0.04 -0.0739
N 0.380543 -0.293578 3.975285 0.90 1.87 -0.65 -0.1228
N 0.834160 0.846487 4.486915 -0.45 -0.26 -0.98 0.0521
C 0.410681 1.969415 3.839603 -0.54 -0.73 -0.36 -0.3518
C 0.997788 3.232091 4.093640 0.20 -0.50 0.29 0.0168
C 0.591946 4.317205 3.353641 -0.06 -0.26 -0.21 -0.0275
C -0.398772 4.109927 2.373488 -0.51 -0.26 -0.41 -0.0368
C -0.983082 2.860607 2.192313 0.43 0.69 0.37 -0.1380
N -0.576961 1.788444 2.905110 0.36 0.28 -0.21 -0.0811
H 2.606894 -4.338033 6.573835 -0.18 0.38 -0.43 0.1185
H 2.744157 -2.011261 7.494227 -0.05 -0.15 -0.38 0.1174
H 1.777129 -0.121863 6.186300 -0.07 -0.49 0.02 0.1057
H 0.468351 -2.820065 3.109216 0.00 -0.15 -0.01 0.0771
H 1.511772 -4.748440 4.372902 0.06 0.43 0.10 0.1104
H 1.810822 3.265450 4.829834 -0.51 0.08 -0.29 0.1341
H 1.041400 5.306259 3.494838 -0.20 -0.47 -0.07 0.1292
H -0.703407 4.914064 1.713163 -0.06 0.00 0.19 0.1112
H -1.791488 2.672313 1.479741 0.36 0.28 0.15 0.1063
```
Positions in Å, forces in eV/Å.

Results
- Relative energy (zero: lowest compared OMol25 entry of this formula, charge and spin): 59.2 kcal/mol
- Max |F|: 7.5 eV/Å
- Multiplicity: 3
- Total energy: -2816.76394 Ha
- Net charge: +2
- Orbital gap (spin up / spin down): 5.6 / 4.5 eV

=====

Entry 2:
Below is a structure of composition C40H36ClN3O3PS3SbTi, with properties calculated with the ωB97M-V functional and the def2-TZVPD basis.

Geometry as XYZ:
```
89
Properties=species:S:1:pos:R:3:forces:R:3:lowdin_charge:R:1
Ti 3.347872 0.460270 -0.663629 -0.04 -0.40 0.29 0.1329
S 6.487050 3.302418 -0.459853 0.00 0.09 0.03 -0.4212
Sb 6.486563 1.056566 -0.827788 -0.01 -0.06 -0.02 0.1719
S 4.943810 0.046404 0.900612 0.08 0.05 -0.06 -0.1008
S 4.734497 0.690096 -2.568632 -0.11 0.07 0.08 -0.1591
Cl 1.875654 2.213140 -2.990630 -0.19 0.05 -0.11 0.7338
C 0.331214 3.011562 -2.951722 0.03 0.04 -0.06 -0.6157
C 0.251222 4.260140 -3.552322 0.00 0.01 -0.01 -0.1033
C -0.960018 4.929504 -3.584510 0.01 0.04 -0.01 -0.0869
C -2.089310 4.350072 -3.024234 0.03 -0.07 0.03 -0.0862
C -1.992847 3.106805 -2.417843 -0.06 0.09 -0.04 -0.0856
C -0.782689 2.416969 -2.359568 0.09 -0.14 0.06 -0.3766
P -0.574338 0.816221 -1.475470 -0.22 0.05 -0.01 1.1437
C -1.003788 -0.401869 -2.775889 0.06 -0.03 0.03 -0.3692
C -1.328208 -0.087831 -4.090904 0.01 0.02 0.00 -0.0701
C -1.557473 -1.095931 -5.020590 0.00 0.01 0.00 -0.0853
C -1.478222 -2.427164 -4.643198 -0.01 -0.02 0.00 -0.0994
C -1.153943 -2.753933 -3.330952 0.00 0.00 -0.01 -0.0893
C -0.905192 -1.747958 -2.412739 0.01 0.02 -0.01 -0.1279
C -2.117288 0.815411 -0.466042 0.05 -0.07 -0.01 -0.3624
C -2.160658 1.728398 0.590904 0.04 0.02 0.02 -0.1066
C -3.225705 1.744017 1.474992 -0.01 -0.01 0.00 -0.0756
C -4.267953 0.836232 1.326594 -0.02 -0.01 0.01 -0.0967
C -4.236982 -0.074164 0.282469 0.04 0.02 -0.02 -0.0911
C -3.170057 -0.083277 -0.610518 -0.03 0.00 0.02 -0.0821
H 1.144011 4.692785 -3.982841 -0.01 0.01 0.00 0.1055
H -1.019127 5.906742 -4.046911 0.01 0.00 0.00 0.1011
H -3.040533 4.865708 -3.051460 -0.01 0.00 0.00 0.0984
H -2.874601 2.664787 -1.971784 0.00 -0.01 0.00 0.1036
H -1.393101 0.949711 -4.395552 0.00 0.00 0.00 0.1028
H -1.798212 -0.837065 -6.044240 0.00 0.01 0.00 0.0996
H -1.658364 -3.209156 -5.370294 0.00 0.00 0.00 0.0971
H -1.071093 -3.791070 -3.029995 0.00 0.00 0.00 0.1044
H -0.612198 -2.004548 -1.399199 -0.01 0.00 0.00 0.1048
H -1.343862 2.431636 0.718532 -0.01 0.00 0.00 0.1000
H -3.235707 2.456191 2.291097 0.01 0.00 -0.01 0.0971
H -5.097157 0.839246 2.023254 0.00 0.00 0.00 0.0959
H -5.044758 -0.784447 0.154046 -0.01 0.00 0.01 0.0970
H -3.168646 -0.800961 -1.420570 0.03 0.00 -0.02 0.0946
C -2.570799 -4.462786 2.481628 0.00 0.01 0.00 -0.0811
O -1.616989 -3.438982 2.297118 0.00 -0.03 0.02 -0.0887
C -1.173470 -2.784511 3.411538 0.00 0.05 -0.06 -0.2204
C -1.601726 -3.035414 4.700258 -0.02 -0.03 0.01 -0.0320
C -1.066037 -2.309724 5.763349 0.00 -0.01 0.00 -0.1022
C -0.095397 -1.357730 5.527023 -0.01 0.00 -0.01 -0.0935
C 0.345029 -1.106494 4.230137 -0.03 -0.05 -0.04 -0.0114
C -0.201484 -1.798705 3.157288 -0.02 0.05 0.06 -0.1636
N 0.160238 -1.614899 1.822347 0.13 0.07 -0.10 0.1449
C 1.002825 -0.628488 1.309319 -0.12 0.06 -0.11 -0.3565
N 0.741018 0.604707 1.765582 0.11 -0.12 -0.04 0.1529
C 1.278982 1.857253 1.362518 -0.08 0.07 0.04 -0.2150
C 2.197584 2.022433 0.335841 0.17 0.10 0.07 -0.2052
C 2.576955 3.354259 0.079787 0.03 0.02 0.00 -0.1550
C 2.047240 4.431962 0.761804 0.01 0.02 -0.02 -0.0861
C 1.117036 4.233285 1.781931 0.00 -0.04 0.01 -0.0422
C 0.753376 2.938618 2.091668 -0.02 0.04 -0.01 -0.2466
O -0.143142 2.604910 3.094260 0.01 -0.02 -0.01 -0.1306
C -0.739394 3.664437 3.802489 -0.01 0.00 0.00 -0.1012
N 1.886062 -0.881897 0.394045 0.16 0.09 0.03 0.0448
C 2.152617 -2.200416 -0.016770 -0.10 -0.06 -0.01 -0.2259
C 2.349094 -3.297774 0.810937 -0.01 0.06 0.06 -0.0204
C 2.614439 -4.554074 0.276182 0.00 0.03 -0.10 -0.0902
C 2.694458 -4.713780 -1.096586 0.00 0.00 0.06 -0.0907
C 2.546144 -3.618239 -1.943735 0.03 0.00 -0.02 -0.0105
C 2.301598 -2.369588 -1.401832 -0.06 0.04 -0.04 -0.2367
O 2.188494 -1.211730 -2.120904 -0.05 -0.06 -0.03 -0.2253
C 2.323428 -1.313632 -3.538973 0.08 -0.01 0.00 -0.1129
H -2.777282 -4.866556 1.494142 0.00 0.00 0.00 0.0922
H -3.495124 -4.067853 2.912298 0.00 -0.01 0.00 0.0948
H -2.180999 -5.256361 3.125325 -0.01 0.00 -0.01 0.0954
H -2.352602 -3.789362 4.889349 0.00 0.01 0.00 0.0990
H -1.410110 -2.508022 6.769735 0.00 0.00 0.00 0.0970
H 0.339131 -0.803976 6.348519 0.00 0.00 0.00 0.1013
H 1.121050 -0.374905 4.054058 0.01 0.02 0.00 0.1196
H 0.071228 -2.435561 1.243766 0.01 -0.02 0.02 0.1269
H -0.052006 0.678703 2.384509 -0.01 0.00 -0.01 0.1248
H 3.348660 3.544000 -0.660092 0.00 0.00 0.00 0.0570
H 2.373747 5.439029 0.530152 0.00 0.00 0.00 0.0991
H 0.717300 5.075100 2.329499 0.00 0.00 0.00 0.0935
H -1.412918 3.209446 4.526232 0.00 0.00 0.00 0.0893
H -1.308840 4.319783 3.134874 0.00 0.00 0.00 0.0912
H 0.007997 4.262644 4.331161 0.00 0.00 0.00 0.0935
H 2.316280 -3.153868 1.883780 0.01 -0.02 -0.01 0.1219
H 2.773238 -5.395420 0.937473 0.00 -0.01 0.00 0.0973
H 2.900242 -5.686946 -1.523388 0.00 -0.01 0.01 0.0973
H 2.641966 -3.744435 -3.012030 0.01 0.00 0.00 0.1073
H 2.225951 -0.305353 -3.924901 -0.02 -0.01 0.01 0.0411
H 1.532264 -1.951978 -3.938819 -0.01 0.00 0.01 0.0864
H 3.312758 -1.692759 -3.796553 0.00 0.00 0.00 0.0827
```
Positions in Å, forces in eV/Å.

Results
- Relative energy (zero: lowest compared OMol25 entry of this formula, charge and spin): 0.0 kcal/mol
- Max |F|: 0.5 eV/Å
- Multiplicity: 2
- Total energy: -5021.86909 Ha
- Net charge: -1
- Orbital gap (spin up / spin down): 5.3 / 5.4 eV